Entry from OMol25: a molecular structure, C49H66N8O2PSSbSiSr (ωB97M-V/def2-TZVPD).

Computed properties:
Relative energy (zero: lowest compared OMol25 entry of this formula, charge and spin), kcal per mole: 331.6
M, g/mol: 1099.6
Frontier orbital gap, eV: 5.473
DFT total energy, eV: -103267.96586

Structure (ORCA input):
```
! wB97M-V def2-TZVPD RIJCOSX def2/J DEFGRID3
* xyz 0 1
H -3.0711 4.6657 -2.0881
N 1.5186 -1.8857 -2.0969
H -2.2133 -0.3052 -2.0249
H 1.2377 -1.9925 4.7428
Sb 1.7528 3.3446 -0.5528
P -0.9207 -3.0623 -0.7680
H -3.4698 -4.8845 -1.3871
H 0.1659 -0.9020 5.6292
H -2.4133 -2.0863 1.4801
C -1.3833 0.7189 3.2060
C 1.4184 5.0837 1.9677
C 2.2201 -3.1044 -3.9042
C 4.9296 3.1457 -1.4893
H -3.7005 -1.8681 0.3216
H -1.9752 5.1070 2.5752
H -2.9381 -3.2961 4.7108
C -3.2931 -2.0750 -2.3089
H 6.3576 7.5343 -0.9816
H 1.0509 0.9349 1.9072
H -1.0387 2.4522 -0.1697
H -0.4048 -3.1450 -3.7643
H 0.7274 -4.6518 0.6053
H -2.8398 4.1044 1.3962
C 0.1615 -5.3105 -0.0339
C -2.7217 -2.2332 4.5486
C 0.3203 -6.7710 -1.9647
C -3.2127 -4.7568 -0.3347
C -4.4782 -4.5496 0.5122
H 1.0533 -7.2908 0.0503
N -0.3317 -4.5687 -1.2451
Si -1.0468 -1.9092 3.6845
H -2.7369 -1.7544 5.5317
H -1.9332 -1.4193 -0.5102
H -2.4426 2.6199 -1.2354
H 2.5070 -4.8575 -2.6857
H 0.0081 -2.6526 5.8394
C 1.7143 3.2703 3.9959
C -2.0804 -1.3109 -1.6168
C 1.6563 -0.7639 -4.3435
C 1.5986 4.6123 4.3022
H -4.8426 -5.4952 0.9075
C 1.5995 3.7410 1.6362
O 3.5862 -0.0900 0.0473
C 1.0099 -6.4362 -0.6201
C 1.8656 1.3178 2.4831
H -2.5888 6.9763 -2.8178
H -0.5892 -4.3423 3.5439
C -4.0558 -3.5479 1.5985
C 1.9399 -1.0083 -5.6759
H 1.0387 -6.9451 -2.7636
H -0.2589 7.8172 -2.7498
N 1.2673 0.7170 -0.6138
H 4.2380 2.8559 -2.2836
H -3.9859 -2.5202 -1.6137
C -1.7951 6.3586 -2.4128
C 0.2392 4.7888 -1.2749
N -1.4227 1.8116 2.3837
C 3.2676 6.3430 -0.2564
H 0.4641 -3.4085 2.4595
H -3.4870 -4.0495 2.3807
H -2.6687 -5.6498 -0.0279
N -0.8668 -1.9732 -2.0784
C 1.7989 -1.8399 -3.4687
C -1.3670 2.8136 -1.1430
C -1.0658 4.2644 -1.4424
H -4.8886 -2.9956 2.0248
H 4.7470 2.4717 -0.6516
C 5.5377 6.8337 -0.8706
H -0.6653 -5.6913 0.5650
H -0.8083 2.1876 -1.8512
H 1.6186 4.9403 5.3355
H -1.2310 -1.5832 -4.0822
N -2.3944 -3.5493 -0.1019
C 5.7029 5.4995 -1.2069
Sr -0.2563 -0.7391 -0.6632
H -0.2969 -7.6602 -1.8638
C -2.0651 5.0658 -1.9817
H -3.0838 -3.4488 -4.1011
C -0.5918 -5.5654 -2.3001
C -2.0471 2.1030 5.1065
C -3.1128 -2.6186 0.8362
H -0.3716 -5.1418 -3.2737
H 2.5675 -2.4227 -7.1649
H 1.5368 6.3929 -1.8459
C 0.5165 6.0410 -1.8202
N 2.2009 -3.9048 -2.7681
H -3.8328 -1.3596 -2.9262
H 1.8010 -3.4116 -0.7096
C 1.4362 5.5279 3.2768
H 2.7877 -4.3279 -5.5995
H -1.0736 4.2252 1.3339
C 4.3084 7.2533 -0.3958
H 1.8764 0.8185 3.4548
C 0.2116 -1.8625 5.1067
H 2.0230 -6.0661 -0.7738
H 2.7883 1.0740 1.9605
C 2.3513 -2.2737 -6.1146
H 1.3385 0.1854 -3.9372
C -2.5545 -3.1229 -3.2073
N -1.0550 -0.5055 2.7038
H 4.1489 8.2957 -0.1363
C -0.4940 6.8309 -2.3614
H -1.1942 -3.8017 2.0016
C -1.1608 -2.4537 -3.4356
H 1.2280 5.7852 1.1722
C 1.7635 -3.1112 -1.7374
H 2.3261 6.7270 0.1115
H 1.8448 -0.2093 -6.4014
H 1.7965 2.5475 4.8033
H 1.3151 6.5846 3.4954
C -0.5582 -3.5104 2.8293
H -3.5509 -1.8010 3.9770
H -2.2712 2.2146 6.1633
C 1.7267 2.7960 2.6790
H -5.2512 -4.1014 -0.1133
C -1.9239 4.1839 1.9950
C -1.7172 0.8783 4.5929
S 2.7150 0.5793 -0.9177
C 2.4891 -3.3474 -5.2495
C 3.4017 4.9912 -0.5858
H 5.9590 3.0257 -1.8314
H -1.6775 0.0134 5.2381
O -0.1071 -2.4232 0.3065
C -1.8026 2.9993 2.9157
C 4.6639 4.5782 -1.0773
H -1.6325 -5.8928 -2.3148
C -2.1012 3.1943 4.2511
H -2.3329 -3.9726 -2.5926
H -2.3620 4.1809 4.6174
H 6.6646 5.1633 -1.5864
*
```

Entry from OMol25: a molecular structure, C49H67Ge2N2OPdSSbSiTe (ωB97M-V/def2-TZVPD).

Computed properties:
Relative energy (zero: lowest compared OMol25 entry of this formula, charge and spin), kcal per mole: 23.5
Expectation value of S²: 0.759
M, g/mol: 1261.2
Frontier orbital gap (alpha / beta), eV: 5.471 / 6.103
DFT total energy, eV: -205975.55464

Structure (ORCA input):
```
! wB97M-V def2-TZVPD RIJCOSX def2/J DEFGRID3
* xyz 1 2
S 0.8996 -1.0296 8.7320
H -0.6153 -4.1122 -1.6183
N 1.5814 -1.8729 -0.0897
H 1.8941 3.2472 3.2305
H -1.8934 -4.3029 -4.4217
C -4.5364 -3.1796 -1.3182
H -7.2644 3.7021 0.1550
C 2.6447 1.7130 -5.5804
C 1.3376 -4.8546 -0.0516
C -0.7546 -3.8357 -2.6578
C -0.4720 3.6852 -1.3592
C -0.6647 -3.2394 1.4292
C -3.0024 -0.3979 -2.9645
H -5.2785 -3.8007 -0.8082
C 4.2371 -0.2473 -1.6937
C -2.2242 5.8531 -1.5705
H -2.0102 6.0244 0.5610
H 0.1562 -2.7654 -4.2921
C -1.7188 5.4812 -0.3287
H 4.0276 -0.5996 10.5660
H -3.6489 -1.0310 -4.9305
Si 1.1344 -3.2502 0.9284
C -3.9158 -2.1967 -0.3266
C 0.3724 -3.0782 -3.2668
H -1.2790 -3.5845 0.5940
H 5.3750 1.5518 -1.4979
Pd 1.3054 0.1568 -0.0494
C 2.5050 2.9597 -4.9835
C 2.3021 -3.2925 2.3866
C 3.7683 1.2266 1.6447
H -2.1309 -1.7621 -4.4099
Ge 0.6496 2.0883 -1.3200
C 1.8851 3.0739 -3.7474
H 1.5969 -4.6974 -1.0991
H -3.8019 -3.8490 -1.7723
C 5.1673 -1.2310 -1.9598
C -5.6368 2.9972 -1.0534
C 4.9074 -2.5354 -1.5526
H 2.2845 -0.3985 -5.4010
C -2.1591 0.7658 -3.4663
C 0.3659 -0.1863 2.8202
C -0.9803 4.0703 -2.6002
H -4.0606 1.8061 2.2620
H 3.6987 4.3033 0.4256
C 3.1168 -1.1508 10.3447
H 3.5475 -3.8503 -0.5585
H 4.7472 1.2639 -3.1207
H -2.4409 -5.1478 -2.9607
C 2.1767 0.5736 -4.9370
H 6.0868 -0.9729 -2.4667
C -6.3030 3.2050 0.1466
H 1.2851 -3.6912 -3.2986
H 1.7685 4.0537 -3.2974
H 3.4356 0.2110 1.8474
H 1.2536 -0.2101 -3.1730
H -0.5169 4.1014 0.7559
C -3.8353 1.9150 0.1234
H -0.7803 -3.9825 2.2270
C 0.2573 -0.0176 1.6205
C 0.1017 -1.5746 4.8218
H 3.6555 1.7940 -1.8485
C -1.8597 5.1432 -2.7020
H 0.3543 2.6219 2.6090
H -1.1216 0.4565 -3.6298
H 1.4846 1.2513 7.0501
H 2.3103 -2.3426 2.9261
N 3.0755 -0.5505 -1.0905
C 1.1018 0.4570 6.4239
C 3.7374 -2.8482 -0.9010
H -6.0765 3.3349 -1.9839
H 5.6374 -3.3133 -1.7409
H 0.6087 -2.2009 -2.6611
H -2.9070 6.6889 -1.6490
H 0.3997 -5.4160 -0.0274
C 0.9724 0.6525 5.0615
C -4.4029 2.3587 -1.0671
H 2.3396 -0.9134 11.0696
H -6.2442 2.9404 2.2764
Ge 2.2988 2.3140 0.9514
H -0.0423 -2.7214 6.6257
H -3.5166 -2.7572 0.5232
H 3.3586 3.5691 -1.1348
H 0.9971 4.1931 2.0490
H 2.8723 3.8470 -5.4831
H -3.8975 2.2131 -2.0122
C 2.9207 3.8190 -0.1730
C 0.7455 -0.7614 6.9911
O 3.4155 -0.5177 8.0507
H 3.3289 -2.2194 10.4084
C -0.8577 4.4026 -0.2247
C 1.5834 0.6829 -3.6887
H 4.6035 1.2042 0.9466
C -1.5658 -4.7676 -3.4887
H 3.3239 -3.4926 2.0509
H 2.1092 -5.4913 0.3908
H -5.3014 -0.5293 -0.5915
C 4.5171 1.1754 -2.0578
C 2.6793 -0.8387 8.9390
C 2.8032 -1.8189 -0.6847
Sb -2.1156 -1.3271 -1.2051
C 1.4227 1.9324 -3.0895
H 3.1198 1.6294 -6.5499
C -4.4976 2.1412 1.3279
H 2.0296 -4.0802 3.0957
H -1.0530 -2.2863 1.7894
C -3.1224 -1.4518 -4.0685
H -3.9952 -0.0451 -2.6754
H -2.1451 1.6096 -2.7789
C -4.9544 -1.2117 0.1888
H -2.5417 1.1224 -4.4287
C -5.7310 2.7783 1.3368
H -4.5745 -0.6099 1.0125
H -2.2567 5.4190 -3.6708
Te -1.8898 1.0408 0.3118
C 0.2377 -1.7735 6.1845
H -3.6601 -2.3465 -3.7571
C 1.2520 3.1791 2.3497
H 4.0993 1.6772 2.5835
H -0.7168 3.5235 -3.4970
H -0.2950 -2.3666 4.1987
H 1.2501 1.6052 4.6332
H -5.0573 -2.6503 -2.1197
H -5.8277 -1.7617 0.5555
H -0.9651 -5.6451 -3.7712
C 0.4828 -0.3638 4.2369
H 2.1154 4.5411 -0.3151
*
```

Entry from OMol25: a molecular structure, C49H67GeIN7Rb (ωB97M-V/def2-TZVPD).

Computed properties:
Expectation value of S²: 0.754
M, g/mol: 1039.1
Frontier orbital gap (alpha / beta), eV: 4.440 / 5.092
DFT total energy, eV: -127600.03795

Structure (ORCA input):
```
! wB97M-V def2-TZVPD RIJCOSX def2/J DEFGRID3
* xyz -1 2
H -1.4962 1.6370 0.8145
C 1.5103 3.4519 5.4336
N -1.9703 0.0885 -2.9052
C -1.9564 -1.2481 3.1026
H -4.4214 4.2090 -2.8021
H 1.8517 4.6858 0.7986
H 0.6196 3.7112 5.9956
H 2.3094 -4.5765 4.1596
C 2.4357 -0.1472 -3.0196
H 2.4582 5.3067 -1.4479
C 1.9947 -2.0294 6.3615
C -1.1113 -0.6106 -3.6351
C -1.8482 4.5334 -0.6049
H 2.5992 -2.6862 2.6212
H 5.0616 -1.5161 3.4937
H 4.6629 2.5067 3.4358
C -1.4001 -1.0038 -4.9451
H 1.7149 -0.2973 -3.8265
C -4.2277 -1.6304 -0.7170
C -2.6222 -0.6667 -5.4916
H 0.0548 -1.6128 3.2212
H 6.6669 1.7548 0.1604
C -3.1563 4.5337 -1.0956
H -0.1589 -0.8535 -3.1732
C 4.6635 -1.2766 -1.5810
H 3.0460 -1.7643 -0.1685
C -4.3009 0.2782 0.8603
C 1.5253 2.3035 4.6501
C -3.4105 4.1859 -2.4110
H 3.6554 -2.6664 -4.4312
H -5.2880 0.6441 0.5257
N -2.0643 1.1512 1.4915
H -3.8907 1.8869 2.2347
H 1.5682 4.7313 -2.8574
H 0.4529 5.7606 0.5992
C -1.4731 1.2782 2.8130
H 0.7016 -2.5398 0.4893
H -0.2317 3.4450 -3.3399
H -1.1252 0.0883 4.5670
C 2.6472 1.9177 3.9048
H 0.2506 4.1008 1.2051
H -3.8127 1.0005 -2.8161
C -2.3233 -3.3652 -0.7520
H -5.3147 -1.5952 -0.5551
C -3.6751 -2.9472 -0.1684
C 2.2699 -3.5621 4.5422
C 2.1855 -0.9603 5.4886
H 4.4581 0.6530 -3.2772
H 0.6290 1.6899 4.6246
N 4.5689 -1.4136 -3.0401
Ge 2.5239 0.2988 2.7023
H -4.0851 -1.6265 -1.8046
C 6.3159 1.0273 0.8844
H 2.1642 0.0478 5.8890
C -0.2309 -3.1082 0.5468
C 3.7692 -2.6005 -3.3453
C 3.2546 -1.0551 -0.9736
C 2.3857 -2.5175 -2.6428
H -2.5170 3.5313 -4.2569
C 5.3905 -0.8027 2.7450
H -1.7379 -3.4423 2.0385
C -2.3401 3.8115 -3.2240
Rb 0.2082 0.1350 0.1452
H 2.6267 5.1719 6.0868
H 2.2848 -3.2808 -1.8663
H 1.5721 -2.6647 -3.3544
C 0.6873 4.1833 -0.9381
H 7.3939 -1.5779 2.7493
H -2.6725 -1.2152 2.2796
C 7.1926 0.0813 1.4032
C 3.7571 3.9163 4.7557
C 2.0382 -3.3364 5.8945
C 3.8836 -0.2282 -3.5682
H -4.4941 -0.3864 1.7107
C 2.6310 4.2703 5.4862
C 1.2593 2.7645 -0.9682
H 4.3238 -3.4829 -3.0179
H 4.3139 1.7785 0.8539
H 0.9669 6.1330 -1.9492
H 3.8923 -0.2815 -4.6599
H -2.3465 -1.9577 3.8512
C -1.8589 0.1263 3.7527
H 2.3632 2.9029 -0.9943
H -0.1014 -3.7182 2.6010
C -0.7689 4.1632 -1.4025
H -2.8723 -0.9607 -6.5034
H -0.3869 1.2898 2.6768
C -1.0540 3.7811 -2.7189
C 4.9841 1.0362 1.2844
H -0.7133 -2.2000 -1.2218
C -3.4659 1.4822 1.3083
C 2.4409 -2.4852 3.6800
C 2.4122 -1.1536 4.1214
H -3.6025 -2.8710 0.9208
H -4.3892 -3.7500 -0.3873
H 1.8185 -1.8381 7.4145
C 1.4562 5.1555 -1.8570
H -4.4819 0.3440 -5.1143
H -2.8237 0.3369 4.2274
N 2.2272 -1.2057 -2.0158
C -0.7169 -3.0475 1.9912
H 2.2094 0.8177 -2.5545
C 6.7206 -0.8371 2.3317
H 0.0082 -4.1519 0.2848
H -2.1145 -4.4034 -0.4592
H 3.1562 -0.0543 -0.5486
H -3.9722 4.8282 -0.4446
N -1.1883 -2.5195 -0.3885
H -1.6758 4.8345 0.4198
H 5.1342 -2.1765 -1.1795
C -3.1427 0.4136 -3.4347
N -0.6903 -1.6895 2.5358
C 4.4852 0.1322 2.2346
C 0.8033 4.7242 0.4983
C 3.7622 2.7582 3.9841
H -1.7354 2.2336 3.2910
H -2.4156 -3.3741 -1.8446
H -3.1521 0.1326 -0.8424
H 4.6407 4.5443 4.7862
H 8.2291 0.0606 1.0878
C -3.5156 0.0523 -4.7248
H 1.8948 -4.1678 6.5741
H -3.5554 2.2698 0.5533
H 5.3205 -0.4401 -1.3466
I 0.0019 -2.0602 -6.0489
N -3.5912 -0.4602 -0.1551
*
```

Question: Which of these has the highest DFT total energy?
Answer: C49H66N8O2PSSbSiSr